Record 1
Here is a 2-piece molecular cluster, C4H8O2Si2 overall at a distorted geometry from OMol25. Energies are from ωB97M-V/def2-TZVPD.

Structure (XYZ):
```
16
Properties=species:S:1:pos:R:3:forces:R:3
H 3.605 0.548 3.116 0.4 -0.1 0.6
H -1.608 1.378 1.022 0.7 -0.6 -1.2
O 3.072 0.347 2.359 -0.2 2.3 1.7
Si -2.630 -1.519 -1.461 0.2 2.4 2.0
H 1.156 2.396 -0.340 -0.2 0.5 0.9
H -3.885 -1.207 -2.112 -0.5 -0.2 -0.3
H -0.326 -0.142 -1.468 0.4 0.7 1.1
H -3.213 -0.333 0.620 -0.8 0.4 0.8
C -0.250 0.639 -0.658 2.6 2.2 -2.4
H 1.433 1.198 -1.733 -0.4 0.6 1.5
Si 3.048 -0.798 1.301 0.3 -3.1 -2.2
C 0.829 1.511 -0.822 -1.6 -3.5 -2.1
C -2.377 -0.294 -0.033 1.0 0.9 -1.1
O -1.582 -2.530 -1.759 1.1 -1.7 -0.9
H 4.151 -1.890 1.829 -0.5 0.9 0.0
C -1.423 0.694 0.140 -2.3 -1.7 1.9
```
Forces are in eV/Å.

The calculation puts the gap between HOMO and LUMO at 7.71 eV. As for the multiplicity: 1. The relative energy (zero: lowest compared OMol25 entry of this formula, charge and spin) is 321.5 kJ/mol. For the total energy, the calculation gives -886.5653 Ha. As for the LUMO energy: -0.3061 eV.

Record 2
Here is C4H12MgO4 as an isolated structure at a distorted geometry from OMol25. Energies are from ωB97M-V/def2-TZVPD.

Structure (XYZ):
```
21
Properties=species:S:1:pos:R:3:forces:R:3
C 2.381 1.434 -1.091 -0.3 0.0 1.4
H -2.277 -0.749 -3.047 -0.9 -0.5 -0.1
H 2.506 0.491 -1.624 -0.2 -0.3 -0.8
H 2.537 -2.111 1.946 0.6 -0.3 0.5
Mg 0.104 -0.189 -0.104 -0.1 1.5 1.1
H 0.909 -2.540 2.538 0.1 -0.3 0.9
O 0.995 -1.774 0.704 -0.3 0.0 -0.8
H 2.296 2.285 -1.767 -0.1 0.3 -0.8
O -0.724 -0.304 -1.835 0.4 -0.6 0.3
C -1.731 0.102 -2.641 1.1 -0.3 0.4
H -3.299 0.660 1.837 -0.4 -0.8 -0.7
O 1.397 1.429 -0.141 -0.4 -0.7 -0.3
H -1.330 0.569 -3.541 0.1 0.7 -0.6
C -2.295 0.992 2.098 2.5 0.6 -2.0
O -1.238 0.969 1.132 -1.5 -1.1 0.6
H -2.454 2.058 2.258 -0.2 0.5 1.0
H 1.685 -3.588 1.377 0.4 -0.6 -0.1
H 3.354 1.553 -0.614 1.0 0.3 0.3
H -2.398 0.813 -2.152 -0.6 0.2 0.0
H -1.994 0.445 2.992 -0.1 0.0 0.7
C 1.575 -2.545 1.675 -1.2 1.4 -0.9
```
Forces are in eV/Å.

The calculation puts the gap between HOMO and LUMO at 6.26 eV. As for the multiplicity: 1. The relative energy (zero: lowest compared OMol25 entry of this formula, charge and spin) is 86.1 kJ/mol. For the total energy, the calculation gives -660.6281 Ha. Its charge is -2. As for the LUMO energy: 6.2141 eV.

Record 3
Here is C18H17Cl4NO2S3Sc as an isolated structure at a distorted geometry from OMol25. Energies are from ωB97M-V/def2-TZVPD.

Structure (XYZ):
```
46
Properties=species:S:1:pos:R:3:forces:R:3
C -3.258 0.094 0.481 -0.2 0.4 0.2
S -0.102 0.901 2.850 0.0 0.3 0.0
C -5.010 1.066 -0.958 0.0 0.0 0.0
H -7.057 0.787 -0.339 0.0 0.0 0.0
H 3.055 2.332 1.973 0.0 0.1 0.0
H 3.150 2.552 -0.480 0.1 0.0 0.0
S 1.053 1.445 -0.324 0.0 0.3 0.5
S 3.039 -0.027 2.253 0.0 0.1 0.1
C -5.639 -0.070 1.047 0.0 0.0 0.0
C -4.312 -0.311 1.348 0.0 -0.1 -0.1
H 2.189 -0.231 4.415 0.0 0.0 0.0
Cl -2.919 -2.184 -6.959 0.0 0.0 0.0
C 2.471 0.657 3.847 0.1 0.0 -0.2
H 1.592 2.561 3.284 0.0 0.0 0.0
H -5.272 1.610 -1.861 0.0 0.0 0.0
C 0.404 2.775 0.747 0.0 -0.3 0.1
Cl -3.840 -2.896 -4.029 0.0 0.0 0.0
C -1.959 -1.701 -5.602 0.0 0.0 0.0
H 0.979 1.886 4.787 0.1 0.0 0.0
C -3.676 0.842 -0.664 -0.1 -0.1 0.2
Sc -0.928 -0.852 -0.720 0.3 -0.1 2.3
H -1.531 2.064 1.424 0.0 -0.1 0.0
Cl 1.407 0.352 -4.877 0.0 0.0 0.0
H -6.408 -0.424 1.726 0.0 0.0 0.0
H 3.252 0.803 -0.675 0.1 0.1 0.0
H 1.259 3.300 1.174 0.0 0.0 -0.1
C -0.421 -0.912 -3.386 -0.1 -0.1 -0.2
C -1.617 -1.671 -3.192 0.0 0.0 -0.3
H 4.501 1.603 1.296 0.0 0.1 0.0
C 3.416 1.509 1.363 -0.1 -0.2 0.1
H -0.721 3.185 2.533 -0.1 0.1 0.0
C -6.013 0.614 -0.111 0.0 0.0 0.0
H -2.901 1.227 -1.324 0.0 0.1 -0.1
C -0.034 -0.589 -4.680 0.0 0.0 -0.1
C 1.299 1.634 3.774 -0.3 -0.3 -0.2
O -1.969 -1.960 -1.942 -0.3 -0.4 -0.8
O 0.239 -0.526 -2.305 0.5 0.1 -1.2
H -0.106 3.462 0.072 0.0 0.1 0.1
C -0.789 -0.987 -5.791 0.0 0.0 0.1
N -1.955 -0.176 0.707 -0.3 0.3 -0.3
Cl -0.253 -0.594 -7.390 0.0 0.0 0.0
C 2.848 1.598 -0.046 -0.2 -0.2 -0.2
H -4.040 -0.856 2.245 0.0 0.0 0.0
H 3.327 1.121 4.342 0.0 0.0 0.1
C -0.572 2.344 1.854 0.1 -0.1 0.0
C -2.368 -2.032 -4.304 0.0 -0.1 0.1
```
Forces are in eV/Å.

The calculation puts the gap between HOMO and LUMO at 5.68 eV. As for the multiplicity: 1. The relative energy (zero: lowest compared OMol25 entry of this formula, charge and spin) is 41.1 kJ/mol. For the total energy, the calculation gives -4697.5315 Ha. Its charge is -1. As for the LUMO energy: 2.1707 eV.

Record 4
Here is a 2-piece molecular cluster, C4H6O2 overall at a distorted geometry from OMol25. Energies are from ωB97M-V/def2-TZVPD.

Structure (XYZ):
```
12
Properties=species:S:1:pos:R:3:forces:R:3
O 1.133 0.460 0.245 0.1 0.1 0.0
H 1.758 -1.360 1.203 0.0 0.2 -0.2
H -1.939 0.501 -0.240 0.2 0.0 0.0
C 0.195 2.167 -1.203 0.9 1.6 0.2
C 1.168 -0.946 0.384 0.1 -0.5 0.1
H -0.290 0.039 1.700 0.0 -0.3 -0.2
H -1.839 -1.203 0.174 0.0 0.0 0.0
H -1.017 -0.614 -1.274 0.1 0.2 0.3
H 1.255 -1.454 -0.577 -0.1 -0.1 0.3
C -1.269 -0.363 -0.236 -0.1 0.0 0.0
O 0.906 2.977 -0.835 -1.0 -1.0 -0.6
C -0.062 -0.203 0.659 -0.2 -0.2 0.2
```
Forces are in eV/Å.

The calculation puts the gap between HOMO and LUMO at 11.54 eV. As for the multiplicity: 1. The relative energy (zero: lowest compared OMol25 entry of this formula, charge and spin) is 199.9 kJ/mol. For the total energy, the calculation gives -306.4301 Ha. As for the LUMO energy: 1.1279 eV.

Record 5
Here is the molecule C6H6SSe2 at a distorted geometry from OMol25. Energies are from ωB97M-V/def2-TZVPD.

Structure (XYZ):
```
15
Properties=species:S:1:pos:R:3:forces:R:3
C 2.326 -0.309 0.756 0.1 -2.6 0.0
H 2.962 -1.146 1.221 -0.7 1.7 -0.4
C 1.150 -0.664 0.221 -0.5 4.5 -1.4
C 0.609 1.164 -0.630 0.6 -5.3 1.9
S 3.018 1.258 0.501 -0.5 0.5 -0.2
C 1.600 1.937 -0.339 1.4 0.6 0.6
Se 0.141 -2.240 0.192 -0.8 0.5 -0.5
H -2.058 -1.548 -1.223 1.0 -0.5 0.0
Se -1.076 1.286 -1.298 -0.9 -0.3 -0.7
H -1.312 0.426 0.940 -0.5 -0.4 0.0
C -1.826 0.058 0.040 -1.5 0.5 1.1
C -1.694 -1.468 -0.183 -0.7 0.3 -1.0
H -2.428 -2.170 0.296 0.8 1.1 0.5
H 1.519 2.994 -0.540 0.5 0.2 0.1
H -2.930 0.422 0.047 1.7 -1.0 0.2
```
Forces are in eV/Å.

The calculation puts the gap between HOMO and LUMO at 8.10 eV. As for the multiplicity: 1. The relative energy (zero: lowest compared OMol25 entry of this formula, charge and spin) is 123.9 kJ/mol. For the total energy, the calculation gives -5433.1284 Ha. As for the LUMO energy: 0.4035 eV.

Record 6
Here is C16H33AgO9S3 as an isolated structure at a distorted geometry from OMol25. Energies are from ωB97M-V/def2-TZVPD.

Structure (XYZ):
```
62
Properties=species:S:1:pos:R:3:forces:R:3
H 3.600 -2.785 -5.164 0.8 0.5 0.0
C -1.784 4.950 -0.444 -0.5 -1.4 -0.4
H -1.075 2.309 3.291 0.9 -0.5 -0.7
H -2.044 0.584 -0.282 0.5 -0.2 0.1
S 1.292 -2.432 -2.552 2.7 0.7 -1.1
H 3.288 -0.681 -3.781 -0.3 0.1 -0.3
H 0.810 3.451 1.435 0.0 -0.3 -0.7
H 2.370 -0.292 -5.256 -0.1 0.2 -0.3
H -3.113 -2.457 0.611 -0.4 -1.0 0.0
C 2.097 -3.444 -3.830 -0.4 2.7 0.3
C -0.233 -4.333 0.818 -1.6 1.0 0.9
C -2.453 -3.117 1.194 0.3 0.3 0.7
C -0.165 1.887 2.779 -0.6 0.0 -0.8
H -0.835 2.413 -1.610 0.8 -0.4 0.2
H -2.512 6.948 -0.077 -0.1 -0.3 0.0
H -1.688 -1.407 2.374 0.2 -0.5 -0.3
H -0.156 -0.861 -0.865 -0.3 -0.2 -0.3
H -1.900 -4.039 -0.658 0.6 -0.5 0.7
O 2.872 1.493 1.916 -0.1 0.0 0.1
H -2.966 1.430 -1.492 0.1 0.0 0.5
C 1.169 -0.926 -3.490 1.2 0.3 -0.1
O 1.260 -2.347 1.807 -0.3 0.1 0.0
S 0.002 -3.014 2.126 1.3 -1.1 0.2
H 1.214 -0.068 -2.795 -0.4 -0.6 -0.2
H 0.174 -5.259 1.168 0.1 -0.6 0.2
C 0.603 0.931 3.684 0.1 -0.5 1.5
O 0.038 0.077 -0.807 0.3 -0.1 0.2
H -2.958 -3.492 2.127 0.4 0.5 -0.9
C -2.791 6.040 -0.617 0.1 -0.2 -0.2
Ag 1.808 -0.193 0.364 0.1 0.2 0.3
H -3.775 5.630 -0.335 0.4 0.4 -0.2
H 0.201 -1.012 -3.937 -0.5 0.3 -0.8
H -3.211 1.776 0.222 -0.1 0.5 0.3
H -0.459 1.255 1.882 0.1 1.2 0.8
H 2.570 0.909 4.634 0.4 -0.5 0.2
C 1.802 1.596 4.348 0.7 0.5 -1.9
O -0.762 4.984 0.179 0.7 0.8 0.7
C 2.624 -2.457 -4.868 -1.5 0.4 -1.8
O 3.288 3.562 3.217 0.5 0.6 0.1
O 2.283 -2.161 -1.535 0.1 -0.3 0.5
H 1.381 -4.113 -4.193 -0.9 -1.1 -0.5
C -2.452 1.551 -0.516 -0.6 -0.4 -1.0
H -0.976 -1.463 0.773 -0.3 -0.4 -0.1
O -0.143 -3.401 3.516 -0.4 -0.3 -0.7
C -1.392 2.605 -0.712 -2.1 0.6 -0.9
H 2.866 -3.883 -3.277 1.2 -1.1 0.6
C 2.441 -0.973 -4.426 -0.1 -1.1 1.8
H -2.762 6.222 -1.690 -0.4 0.3 -0.1
H 1.678 2.348 5.110 -0.5 0.2 0.3
C -1.360 -2.110 1.577 -0.8 1.4 0.6
H 0.015 0.519 4.484 -0.7 -0.2 0.2
H -0.851 2.901 0.152 0.8 -0.4 0.4
C -1.779 -4.309 0.418 0.7 1.9 -0.6
H 0.409 -3.881 0.087 0.1 -0.2 -0.7
O 0.082 -3.081 -2.214 -2.1 -0.4 0.8
O -2.178 3.816 -1.086 0.2 0.7 0.7
H -2.344 -5.209 0.572 0.2 -0.5 0.3
H 0.965 0.075 3.124 0.1 -0.1 -0.1
H 0.657 3.916 3.045 -0.2 0.1 0.4
H 2.031 -2.506 -5.834 0.4 -0.4 1.1
S 2.416 2.486 2.884 -0.1 -1.1 0.3
C 0.811 3.037 2.428 -0.6 0.3 0.1
```
Forces are in eV/Å.

The calculation puts the gap between HOMO and LUMO at 8.92 eV. As for the multiplicity: 1. For the total energy, the calculation gives -2648.0425 Ha. As for the LUMO energy: 0.4250 eV.

Record 7
Here is an isolated ion of composition C9H13N2O4 and charge +1 at a distorted geometry from OMol25. Energies are from ωB97M-V/def2-TZVPD.

Structure (XYZ):
```
28
Properties=species:S:1:pos:R:3:forces:R:3
H -3.046 1.621 -0.721 -2.7 1.6 -0.5
C 0.676 -0.135 -2.290 -0.1 -0.6 1.1
O -1.193 2.295 -2.535 -0.1 -0.3 -0.3
H 0.650 -2.711 0.001 -1.3 -0.1 0.2
N -0.578 -0.246 -0.087 1.1 0.6 -0.6
N -2.150 1.287 -0.736 0.9 -2.1 1.9
H 1.538 -0.700 -1.977 0.5 0.0 1.0
H -0.768 -3.834 -0.354 0.3 1.9 0.2
C 1.024 1.742 -0.620 1.6 -1.9 -0.9
O 1.556 -0.850 0.888 -1.3 0.6 0.0
H 1.005 2.516 -1.304 0.2 1.5 -2.0
H -0.857 -2.735 1.028 0.0 0.2 0.8
H 0.279 1.258 2.412 0.0 -0.1 -0.3
H -0.029 -0.928 -2.473 -0.1 0.3 -1.3
H 0.650 2.256 0.193 -0.3 0.6 2.5
H 0.399 -0.304 3.117 0.1 0.0 0.3
C -0.480 -2.783 0.025 1.6 -3.1 -0.7
C 0.498 -0.367 1.122 0.2 -0.6 -2.1
C 0.054 0.748 -1.173 0.4 -2.2 -1.1
C -1.062 -1.715 -0.740 0.9 0.3 1.7
C -1.912 0.344 0.227 0.2 -0.1 -0.4
H 1.095 0.333 -3.161 -0.7 0.8 -0.5
C -0.059 0.221 2.281 0.3 0.7 3.1
C -1.172 1.497 -1.649 0.9 1.0 -0.4
H -1.127 0.177 2.426 0.0 -0.1 -0.3
O -2.626 -0.051 1.097 0.1 0.2 -0.5
H 2.076 1.357 -0.639 -1.0 0.4 0.8
O -1.836 -1.662 -1.581 -1.7 0.3 -1.8
```
Forces are in eV/Å.

The calculation puts the gap between HOMO and LUMO at 10.77 eV. As for the multiplicity: 1. The relative energy (zero: lowest compared OMol25 entry of this formula, charge and spin) is 0.0 kJ/mol. As for the SMILES: CC(=O)[N+]1(C(C)=O)C(=O)NC(=O)C1(C)C. For the total energy, the calculation gives -760.9348 Ha. Its charge is +1. As for the LUMO energy: -3.9160 eV.

Q: Number 5 is which compound?
A: C6H6SSe2

Q: The lowest gap between HOMO and LUMO belongs to which entry?
A: C18H17Cl4NO2S3Sc

Q: What is the multiplicity in the fifth record?
A: 1